ORCA calculation (ωB97M-V/def2-TZVPD) on a molecular structure, C33H35CoF5N4P2S.

Element x y z (Å)
Co 1.68 1.23 -3.09
C 4.86 2.66 -3.33
C 4.21 3.56 -2.57
C 3.59 4.81 -3.08
C 2.72 4.62 -4.34
C 1.86 3.39 -4.35
C 2.21 2.09 -4.68
C 3.52 1.74 -5.37
C 4.78 2.45 -4.80
C 0.12 -0.22 -2.13
H 5.49 1.94 -2.81
H 4.26 3.45 -1.49
H 4.45 5.46 -3.30
H 3.04 5.34 -2.29
H 2.04 5.48 -4.37
H 3.35 4.74 -5.24
H 0.80 3.60 -4.24
H 1.42 1.30 -4.79
H 3.42 2.00 -6.43
H 3.67 0.65 -5.39
H 5.63 1.79 -5.07
H 4.98 3.41 -5.31
H 0.62 -1.18 -2.39
H -0.89 -0.21 -2.62
H -0.08 -0.29 -1.04
P -0.08 2.37 -1.91
P 2.17 1.63 0.09
N -1.11 2.55 -3.58
N -1.44 2.56 -0.82
N 3.68 1.32 -0.86
N 2.99 1.76 1.57
C 0.93 3.80 -1.40
C 1.93 3.45 -0.26
C -1.01 1.51 -4.51
C -1.61 1.88 -5.70
C -2.15 3.19 -5.50
C -1.83 3.57 -4.19
C -2.59 1.76 -0.91
C -3.64 2.44 -0.35
C -3.15 3.69 0.14
C -1.81 3.73 -0.14
C 3.36 0.74 -2.15
C 4.36 -0.25 -2.41
C 5.30 -0.22 -1.36
C 4.86 0.74 -0.43
C 4.15 2.47 1.91
C 4.44 2.22 3.24
C 3.39 1.38 3.76
C 2.54 1.09 2.71
H 0.28 4.64 -1.15
H 1.48 4.17 -2.28
H 2.91 3.90 -0.49
H 1.59 3.91 0.68
H -0.52 0.57 -4.29
H -1.64 1.25 -6.58
H -2.68 3.76 -6.24
H -2.11 4.45 -3.62
H -2.52 0.77 -1.34
H -4.66 2.10 -0.32
H -3.72 4.47 0.61
H -1.06 4.47 0.10
H 3.31 1.56 -2.93
H 4.25 -0.92 -3.26
H 6.22 -0.80 -1.24
H 5.37 1.09 0.45
H 4.70 3.04 1.18
H 5.31 2.56 3.78
H 3.24 1.06 4.78
H 1.68 0.45 2.64
F -2.86 -3.02 3.36
C -1.88 -2.51 2.59
C -0.94 -3.37 2.00
F -1.01 -4.70 2.23
C 0.11 -2.83 1.27
F 0.99 -3.65 0.64
C 0.31 -1.43 1.14
S 1.74 -0.81 0.42
C -0.72 -0.62 1.66
F -0.70 0.73 1.42
C -1.79 -1.13 2.37
F -2.71 -0.30 2.91

## Properties
- <S²> = 3.79
- multiplicity = 4
- calculated total energy (a.u.) = -4460.07817
- Kohn-Sham gap (spin up / spin down) (hartree) = 0.2348 / 0.1876
- energy above the lowest of the compared OMol25 structures with the same formula, charge and spin (kJ/mol) = 0.00

***

ORCA calculation (ωB97M-V/def2-TZVPD) on a single C4H6Br2O molecule.

Element x y z (Å)
C 0.19 0.00 -1.66
C 0.96 0.10 -0.31
Br 1.57 2.07 -0.14
Br 2.42 -1.17 -0.13
C 0.08 -0.29 1.00
C -1.29 0.13 1.32
O -1.09 -1.20 0.94
H -0.83 0.61 -1.46
H 0.02 -1.11 -1.94
H 0.84 0.50 -2.46
H 0.63 -0.69 1.90
H -1.57 0.41 2.36
H -1.93 0.63 0.59

## Properties
- calculated total energy (a.u.) = -5379.19833
- SMILES string = CC(Br)(Br)[C@H]1CO1
- Kohn-Sham gap (hartree) = 0.3865
- energy above the lowest of the compared OMol25 structures with the same formula, charge and spin (kJ/mol) = 204.33

***

ORCA calculation (ωB97M-V/def2-TZVPD) on 2 unconnected molecules or ions with the total composition C6H15N2.

Element x y z (Å)
C -1.03 0.19 2.93
C -1.58 -0.14 1.53
C -0.86 0.47 0.41
C 0.08 -0.33 -0.29
N 0.77 0.05 -1.31
C 1.24 -0.99 -2.21
C 0.74 -0.71 -3.61
N 0.44 0.08 2.93
H -1.38 -0.52 3.69
H -1.31 1.20 3.25
H -1.69 -1.22 1.40
H -2.64 0.16 1.57
H -1.39 1.26 -0.12
H 0.37 -1.33 0.05
H 1.03 2.78 -0.17
H 1.01 -1.99 -1.82
H 2.33 -0.93 -2.26
H 1.05 0.29 -3.91
H 1.15 -1.40 -4.35
H -0.34 -0.73 -3.80
H 0.38 2.69 0.11
H 0.78 0.50 3.79
H 0.85 0.64 2.19

## Properties
- calculated total energy (a.u.) = -346.70413
- charge = +1
- Kohn-Sham gap (hartree) = 0.2183
- energy above the lowest of the compared OMol25 structures with the same formula, charge and spin (kJ/mol) = 547.26

***

ORCA calculation (ωB97M-V/def2-TZVPD) on 10 unconnected molecules or ions with the total composition C34H67N2O27Si.

Element x y z (Å)
C 1.01 -1.54 3.56
Si 0.36 -0.85 1.97
C 1.24 0.71 1.58
C 0.44 -2.14 0.65
N -1.44 -0.47 2.35
C -2.43 -0.72 1.49
C -3.75 -0.45 1.80
C -4.00 0.09 3.03
C -2.89 0.35 3.86
N -1.65 0.08 3.53
H 0.31 -2.24 4.03
H 1.26 -0.76 4.28
H 1.92 -2.12 3.33
H 0.82 1.27 0.74
H 2.27 0.42 1.34
H 1.30 1.34 2.47
H 1.43 -2.58 0.66
H -0.33 -2.92 0.74
H 0.31 -1.70 -0.35
H -2.14 -1.15 0.54
H -4.54 -0.68 1.10
H -5.00 0.33 3.36
H -3.03 0.80 4.84
C 0.07 3.77 3.06
O 1.38 4.34 3.11
C 1.47 5.53 2.52
O 0.57 6.11 1.98
O 2.72 5.96 2.64
C 2.99 7.24 2.05
H 0.16 2.82 3.58
H -0.67 4.39 3.56
H -0.23 3.62 2.03
H 2.38 8.01 2.52
H 2.79 7.21 0.98
H 4.04 7.43 2.24
C 4.64 -1.28 -4.16
O 4.20 -0.97 -2.83
C 5.12 -0.37 -2.08
O 6.24 -0.09 -2.42
O 4.59 -0.13 -0.88
C 5.48 0.52 0.04
H 3.79 -1.76 -4.64
H 4.92 -0.38 -4.70
H 5.49 -1.96 -4.13
H 5.78 1.49 -0.35
H 6.36 -0.09 0.23
H 4.92 0.65 0.96
C -0.58 11.13 7.71
O -1.10 10.08 6.88
C -0.25 9.61 5.99
O 0.89 9.97 5.82
O -0.86 8.65 5.29
C -0.03 8.06 4.28
H -1.38 11.41 8.37
H 0.28 10.78 8.27
H -0.28 11.98 7.10
H 0.84 7.59 4.73
H 0.28 8.80 3.55
H -0.65 7.31 3.79
C -6.01 -2.80 -3.03
O -6.90 -1.70 -3.21
C -7.10 -0.96 -2.12
O -6.59 -1.15 -1.04
O -7.94 0.02 -2.42
C -8.26 0.90 -1.34
H -5.94 -3.29 -4.00
H -5.03 -2.46 -2.72
H -6.41 -3.50 -2.30
H -7.37 1.40 -0.97
H -8.74 0.35 -0.53
H -8.95 1.63 -1.76
C -3.87 -8.59 -2.75
O -3.02 -8.09 -3.79
C -3.44 -6.97 -4.37
O -4.44 -6.36 -4.07
O -2.58 -6.63 -5.32
C -2.91 -5.43 -6.03
H -3.39 -9.49 -2.39
H -3.95 -7.86 -1.95
H -4.86 -8.82 -3.14
H -2.94 -4.58 -5.34
H -3.86 -5.54 -6.54
H -2.12 -5.29 -6.75
C 0.99 -5.37 -5.20
O 1.91 -4.84 -6.16
C 1.54 -3.69 -6.71
O 0.53 -3.07 -6.45
O 2.46 -3.33 -7.59
C 2.21 -2.09 -8.27
H 1.44 -6.29 -4.85
H 0.86 -4.67 -4.37
H 0.02 -5.57 -5.65
H 2.16 -1.27 -7.56
H 1.29 -2.14 -8.84
H 3.05 -1.95 -8.94
C 5.99 -0.15 4.40
O 5.79 1.08 5.11
C 4.80 1.84 4.65
O 4.08 1.57 3.72
O 4.73 2.94 5.40
C 3.69 3.85 5.02
H 6.82 -0.64 4.89
H 5.10 -0.77 4.45
H 6.24 0.05 3.36
H 2.72 3.37 5.11
H 3.85 4.20 4.00
H 3.76 4.69 5.71
C -0.13 -0.21 9.45
O 0.71 0.61 8.64
C 2.01 0.39 8.81
O 2.49 -0.43 9.55
O 2.69 1.21 8.02
C 4.12 1.08 8.11
H -1.15 0.09 9.21
H 0.02 -1.26 9.23
H 0.07 -0.03 10.51
H 4.43 0.08 7.82
H 4.47 1.29 9.12
H 4.54 1.80 7.42
C -3.59 -5.14 -12.80
O -3.47 -5.08 -11.37
C -2.63 -4.14 -10.93
O -1.99 -3.38 -11.61
O -2.61 -4.19 -9.59
C -1.74 -3.24 -8.99
H -4.30 -5.93 -12.99
H -3.96 -4.19 -13.19
H -2.63 -5.36 -13.25
H -2.05 -2.22 -9.23
H -0.71 -3.39 -9.31
H -1.81 -3.39 -7.92

## Properties
- calculated total energy (a.u.) = -3766.07957
- charge = +1
- Kohn-Sham gap (hartree) = 0.2831